Molecular formula: C4H6AgO7
Method: DFT, ωB97M-V/def2-TZVPD

Structure (XYZ):
```
18
Properties=species:S:1:pos:R:3
O -0.640 1.135 -0.700
C 0.258 0.628 0.192
C 0.885 -0.679 -0.295
O 2.075 -0.309 -1.029
C 2.496 0.842 -0.628
O 1.685 1.545 0.036
O 3.548 1.295 -1.200
H -1.019 1.967 -0.387
H 0.123 0.954 1.226
H 0.236 -1.204 -1.002
H 1.192 -1.313 0.540
H 3.696 2.237 -1.016
O -2.852 -0.600 -0.549
C -2.523 -1.188 0.583
O -1.443 -0.889 1.197
O -3.277 -2.086 1.019
Ag -2.331 -2.279 2.884
H -2.107 -0.056 -0.870
```

The charge is +1. The expectation value of S² is 2.01. Its multiplicity is 3. For the electronic energy, the calculation gives -829.2838 Eh. As for the orbital gap (alpha / beta): 5.9 / 8.3 eV.



Molecular formula: C7H18F3N5O13P
Method: DFT, ωB97M-V/def2-TZVPD

Structure (XYZ):
```
47
Properties=species:S:1:pos:R:3
O 5.470 1.308 0.878
P 5.622 2.019 -0.526
O 5.997 3.718 -0.457
O 7.019 1.246 -1.304
C 4.157 1.778 -1.725
C 2.701 1.785 -0.972
F 1.822 2.708 -1.783
F 2.029 0.438 -1.079
F 2.703 2.336 0.402
H 6.392 4.029 -1.346
H 6.638 0.657 -2.043
H 4.176 2.739 -2.420
C 4.910 -2.129 -4.286
N 4.935 -0.642 -4.253
O 4.457 -0.046 -5.226
O 5.433 -0.114 -3.252
H 4.446 -2.454 -5.220
H 5.943 -2.477 -4.227
H 4.327 -2.468 -3.428
C -0.159 -0.652 0.535
N -1.569 -1.017 0.232
O -1.876 -1.148 -0.959
O -2.327 -1.163 1.198
H 0.391 -0.557 -0.404
H -0.173 0.299 1.071
H 0.263 -1.449 1.151
C 0.571 -0.290 -4.585
N 1.028 -1.705 -4.540
O 0.229 -2.570 -4.918
O 2.175 -1.907 -4.126
H -0.452 -0.261 -4.967
H 0.613 0.103 -3.567
H 1.246 0.253 -5.249
C -5.008 -1.858 2.850
N -6.192 -1.174 3.436
O -7.307 -1.621 3.142
O -5.969 -0.207 4.173
H -5.351 -2.686 2.226
H -4.465 -1.124 2.252
H -4.398 -2.227 3.678
C -7.284 1.030 6.470
N -7.111 1.457 7.885
O -7.948 1.057 8.703
O -6.141 2.181 8.134
H -8.173 0.401 6.397
H -7.399 1.932 5.865
H -6.391 0.471 6.183
```

The charge is -1. Its multiplicity is 1. For the electronic energy, the calculation gives -2169.9398 Eh. As for the orbital gap: 5.4 eV.



Molecular formula: C40H41B3N6O16
Method: DFT, ωB97M-V/def2-TZVPD

Structure (XYZ):
```
106
Properties=species:S:1:pos:R:3
C -0.383 2.684 3.138
C -1.446 3.652 3.774
O -1.905 4.481 2.712
C -3.239 4.927 2.911
C -4.236 4.109 1.999
B -5.567 3.647 2.747
O -5.617 3.526 4.178
B -6.069 2.197 4.422
O -7.277 1.783 3.813
B -7.671 2.921 3.030
O -6.750 3.333 2.017
H -0.831 2.362 2.172
H -0.182 1.797 3.771
H 0.531 3.272 2.921
H -0.904 4.242 4.552
H -2.248 3.087 4.292
H -3.283 5.975 2.536
H -3.557 4.964 3.969
H -4.470 4.712 1.094
H -3.722 3.192 1.624
H -5.390 1.483 5.078
H -8.696 3.473 3.235
C 0.251 -3.127 7.055
C -0.591 -2.038 7.250
C -0.280 -0.809 6.688
C 0.876 -0.686 5.929
C 1.728 -1.765 5.733
C 1.410 -2.990 6.302
N 1.196 0.599 5.313
O 0.442 1.530 5.514
O 2.195 0.668 4.626
H 0.001 -4.087 7.492
H -1.493 -2.149 7.839
H -0.939 0.033 6.843
H 2.630 -1.666 5.145
H 2.065 -3.839 6.154
C -0.442 3.999 -0.403
C 0.746 3.283 -0.496
C 1.194 2.835 -1.730
C 0.443 3.113 -2.865
C -0.750 3.820 -2.783
C -1.191 4.263 -1.544
N 0.922 2.665 -4.170
O 1.956 2.036 -4.210
O 0.258 2.955 -5.147
H -0.787 4.351 0.564
H 1.325 3.078 0.396
H 2.119 2.279 -1.794
H -1.336 4.033 -3.667
H -2.118 4.817 -1.468
C 0.397 5.934 -6.088
C 0.395 6.756 -4.967
C 0.232 8.127 -5.108
C 0.069 8.662 -6.379
C 0.076 7.852 -7.507
C 0.242 6.482 -7.357
N -0.127 10.103 -6.531
O -0.110 10.785 -5.529
O -0.299 10.535 -7.651
H 0.519 4.864 -5.973
H 0.517 6.326 -3.980
H 0.232 8.759 -4.231
H -0.046 8.270 -8.496
H 0.247 5.840 -8.228
C 2.654 -2.406 0.180
C 1.461 -2.896 -0.340
C 0.255 -2.558 0.259
C 0.258 -1.726 1.372
C 1.445 -1.238 1.902
C 2.647 -1.582 1.301
N -1.012 -1.349 1.990
O -2.032 -1.804 1.517
O -0.977 -0.595 2.941
H 3.594 -2.667 -0.291
H 1.474 -3.540 -1.215
H -0.670 -2.942 -0.150
H 1.450 -0.594 2.772
H 3.579 -1.205 1.703
C -1.711 -8.688 1.241
C -1.285 -8.467 -0.064
C -0.124 -7.745 -0.303
C 0.602 -7.254 0.774
C 0.181 -7.463 2.081
C -0.982 -8.183 2.311
N 1.837 -6.514 0.527
O 2.165 -6.333 -0.627
O 2.466 -6.123 1.487
H -2.615 -9.256 1.424
H -1.857 -8.860 -0.894
H 0.201 -7.577 -1.320
H 0.745 -7.075 2.918
H -1.319 -8.355 3.325
C 5.656 -6.016 -5.635
C 4.454 -6.502 -6.136
C 3.256 -6.148 -5.532
C 3.277 -5.303 -4.430
C 4.472 -4.818 -3.918
C 5.665 -5.179 -4.526
N 2.017 -4.908 -3.806
O 0.991 -5.363 -4.262
O 2.066 -4.142 -2.864
H 6.589 -6.289 -6.112
H 4.451 -7.154 -6.999
H 2.325 -6.529 -5.927
H 4.486 -4.164 -3.057
H 6.604 -4.805 -4.137
```

Its multiplicity is 1. For the electronic energy, the calculation gives -3155.4427 Eh. As for the orbital gap: 8.8 eV.



Molecular formula: C25H21Cl3N3O2ReS2Si
Method: DFT, ωB97M-V/def2-TZVPD

Structure (XYZ):
```
58
Properties=species:S:1:pos:R:3
Re 1.485 0.399 -0.454
C 3.841 -2.124 2.365
C 2.914 -1.844 1.208
O 2.699 -0.640 0.987
C 2.352 -2.943 0.466
C 2.606 -4.271 0.873
C 2.065 -5.348 0.227
C 1.250 -5.132 -0.897
C 1.006 -3.865 -1.345
C 1.540 -2.722 -0.689
O 1.265 -1.572 -1.199
H 4.147 -1.173 2.793
H 4.723 -2.663 2.020
H 3.336 -2.717 3.127
H 3.250 -4.447 1.724
H 2.264 -6.353 0.573
H 0.819 -5.979 -1.417
H 0.391 -3.681 -2.217
S -0.061 1.535 -1.934
C -0.242 3.113 -1.220
C -1.269 3.938 -1.670
C -1.445 5.214 -1.154
C -2.510 6.033 -1.635
N -3.378 6.677 -2.028
C -0.566 5.685 -0.160
C 0.465 4.869 0.281
C 0.642 3.587 -0.235
S 1.991 2.641 0.322
C -0.725 6.988 0.399
N -0.839 8.032 0.868
H -1.938 3.574 -2.439
H 1.148 5.229 1.039
Cl 4.467 2.168 -2.466
Si 3.373 0.431 -2.071
Cl 2.942 -0.243 -4.001
Cl 4.907 -0.913 -1.505
C -3.524 -2.091 -1.712
N -3.199 -1.212 -0.607
C -3.659 0.141 -0.875
C -1.755 -1.241 -0.372
C -1.338 -0.525 0.896
C -2.204 -0.689 1.979
C -1.960 -0.096 3.203
C -0.826 0.682 3.355
C 0.043 0.844 2.286
C -0.158 0.243 1.034
H -4.599 -2.069 -1.899
H -3.237 -3.115 -1.463
H -3.006 -1.807 -2.645
H -4.735 0.128 -1.059
H -3.157 0.588 -1.746
H -3.460 0.772 -0.009
H -1.224 -0.842 -1.239
H -1.470 -2.293 -0.267
H -3.098 -1.284 1.825
H -2.653 -0.233 4.026
H -0.613 1.160 4.304
H 0.921 1.457 2.449
```

The charge is -1. The expectation value of S² is 3.78. Its multiplicity is 4. For the electronic energy, the calculation gives -3825.0298 Eh. As for the orbital gap (alpha / beta): 6.7 / 6.1 eV.



Molecular formula: C3H16N2O3
Method: DFT, ωB97M-V/def2-TZVPD

Structure (XYZ):
```
24
Properties=species:S:1:pos:R:3
N 0.337 -1.232 -0.308
C 1.005 -0.257 -0.909
C 2.514 -0.645 -1.144
C 1.130 1.217 -0.249
N -0.170 1.706 0.105
H 1.003 -1.127 2.054
H -0.646 -1.079 -0.044
H 0.503 0.106 -1.882
H 3.124 0.103 -1.688
H 2.472 -1.617 -1.672
H 2.727 -0.770 -0.060
H 1.592 1.057 0.745
H 1.650 1.983 -0.825
H -0.696 1.003 0.765
H -0.194 2.700 0.314
H 0.645 -0.980 1.387
H -1.813 0.725 2.620
O -1.517 0.381 1.778
H -1.445 0.983 -1.015
H -2.376 -0.143 -1.140
O -2.097 0.627 -1.667
H -3.129 -2.165 1.172
H -2.117 -0.877 1.044
O -2.504 -1.699 0.620
```

Its multiplicity is 1. For the electronic energy, the calculation gives -458.8557 Eh. As for the orbital gap: 5.1 eV.



Molecular formula: C6H10INO
Method: DFT, ωB97M-V/def2-TZVPD

Structure (XYZ):
```
19
Properties=species:S:1:pos:R:3
C -0.159 -1.304 -1.312
C 0.156 -0.953 0.163
C 0.699 -2.146 0.974
C 1.135 0.281 0.376
C 1.553 0.997 -0.619
O 1.681 1.828 -1.463
H -0.104 -0.398 -1.781
H -1.085 -1.819 -1.495
H 0.688 -1.904 -1.530
H -0.735 -0.804 0.820
H -0.167 -2.787 1.199
H 1.241 -1.770 1.785
H 1.446 -2.832 0.344
H 1.547 0.496 1.339
H -2.161 3.261 1.597
N -1.385 3.354 0.975
C -1.237 2.643 0.015
I -2.572 1.023 -0.582
H -0.538 2.833 -0.805
```

Its multiplicity is 1. For the electronic energy, the calculation gives -662.2113 Eh. Its structure (SMILES) is CC(C)C=C=O.[H]/N=C\I. As for the orbital gap: 9.5 eV.



What is the multiplicity in the fifth record?
1



What is the electronic energy in the fourth record?
-3825.0298 Eh



Which of these has the highest electronic energy?
C3H16N2O3



multiplicity of number 5 (C3H16N2O3)?
1